C25H16F5N3NaO6 | ωB97M-V with the def2-TZVPD basis set

Structure (XYZ):
```
56
Properties=species:S:1:pos:R:3
Na 0.23 0.40 0.19
O 2.54 -3.09 1.27
C 1.80 -2.02 1.64
O 0.64 -2.11 1.92
C 2.67 -0.79 1.74
O 1.83 0.33 1.76
C 2.48 1.58 1.54
C 1.50 2.64 0.98
O 2.05 3.65 0.54
O 0.28 2.36 1.04
H 1.91 -3.82 1.21
H 3.23 -0.90 2.69
H 3.37 -0.77 0.90
H 2.89 1.95 2.49
H 3.31 1.45 0.83
C -2.67 -1.25 3.43
C -3.46 -2.19 2.80
C -3.53 -2.20 1.42
C -2.79 -1.26 0.71
N -2.03 -0.35 1.31
C -1.97 -0.35 2.63
C -2.77 -1.23 -0.79
C -3.73 -1.88 -1.57
C -3.62 -1.80 -2.95
C -2.57 -1.09 -3.50
C -1.66 -0.48 -2.65
N -1.77 -0.55 -1.33
C -0.49 0.31 -3.16
C 0.07 0.06 -4.41
C 1.18 0.79 -4.79
C 1.69 1.74 -3.92
C 1.06 1.91 -2.69
N 0.00 1.21 -2.32
H -2.56 -1.22 4.50
H -4.01 -2.93 3.38
H -4.13 -2.93 0.90
H -1.33 0.40 3.07
H -4.55 -2.41 -1.11
H -4.35 -2.29 -3.58
H -2.47 -1.00 -4.57
H -0.33 -0.72 -5.05
H 1.66 0.60 -5.74
H 2.57 2.32 -4.16
H 1.44 2.63 -1.97
F 2.65 -3.60 -5.61
C 2.34 -3.00 -4.44
C 1.25 -3.42 -3.69
F 0.48 -4.43 -4.14
C 0.95 -2.81 -2.49
F -0.13 -3.25 -1.81
C 1.69 -1.73 -1.95
O 1.36 -1.11 -0.90
C 2.83 -1.38 -2.73
F 3.61 -0.37 -2.32
C 3.13 -1.98 -3.94
F 4.19 -1.56 -4.65
```

## Properties
**Energy relative to the best compared isomer or geometry (same formula, charge and spin)**: 0.0 kJ/mol
**Net charge**: -1
**Gap between HOMO and LUMO**: 6.865 eV
**Electronic energy**: -60947.9212 eV
**E_HOMO**: -4.66 eV

=====

C25H17BCl2N3O4PdS | ωB97M-V with the def2-TZVPD basis set

Structure (XYZ):
```
54
Properties=species:S:1:pos:R:3
Pd 0.36 0.04 1.54
O -3.10 -2.19 -1.63
C -2.19 -3.03 -2.16
C -2.44 -3.74 -3.34
C -1.49 -4.58 -3.87
C -0.25 -4.73 -3.26
C 0.02 -4.03 -2.11
C -0.94 -3.18 -1.54
C -0.59 -2.46 -0.31
O 0.72 -2.13 -0.15
N -1.45 -2.20 0.59
N -1.04 -1.43 1.66
C -1.67 -1.63 2.75
C -1.38 -0.91 3.99
C -2.30 -0.93 5.02
C -2.02 -0.22 6.18
C -0.83 0.46 6.26
C 0.05 0.42 5.18
N -0.21 -0.25 4.07
H -3.87 -2.14 -2.21
H -3.40 -3.62 -3.82
H -1.71 -5.12 -4.78
H 0.49 -5.39 -3.68
H 0.97 -4.14 -1.61
H -2.46 -2.38 2.75
H -3.23 -1.48 4.91
H -2.73 -0.21 7.00
H -0.56 1.02 7.15
H 1.00 0.93 5.23
Cl 1.86 1.81 1.24
C 0.84 3.13 0.68
C 1.44 4.36 0.48
C 0.65 5.41 0.03
C -0.70 5.20 -0.21
C -1.26 3.96 0.00
Cl -2.95 3.72 -0.32
C -0.50 2.87 0.45
S -1.28 1.32 0.68
H 2.49 4.50 0.67
H 1.09 6.38 -0.13
H -1.33 6.01 -0.56
O 0.78 -0.57 -2.04
B 1.35 -1.23 -0.98
O 2.66 -0.87 -0.73
C 2.91 0.11 -1.68
C 4.07 0.83 -1.88
C 4.04 1.77 -2.91
C 2.91 1.96 -3.69
C 1.74 1.21 -3.48
C 1.79 0.29 -2.46
H 4.95 0.67 -1.27
H 4.92 2.36 -3.11
H 2.92 2.69 -4.48
H 0.86 1.35 -4.08
```

## Properties
**Energy relative to the best compared isomer or geometry (same formula, charge and spin)**: 99.5 kJ/mol
**Net charge**: +1
**Gap between HOMO and LUMO**: 6.548 eV
**Electronic energy**: -78894.7026 eV
**E_HOMO**: -10.94 eV

=====

C25H17Br2F5I2MnN5O3 | ωB97M-V with the def2-TZVPD basis set

Structure (XYZ):
```
60
Properties=species:S:1:pos:R:3
Mn 0.47 0.36 -0.11
Br 5.53 0.19 4.38
C 4.14 0.20 3.10
C 3.99 -0.87 2.24
C 2.96 -0.81 1.32
N 2.13 0.23 1.24
C 2.28 1.25 2.08
C 3.29 1.28 3.04
C 1.30 2.35 1.91
C 1.29 3.48 2.73
C 0.34 4.44 2.47
Br 0.28 5.99 3.56
C -0.56 4.28 1.44
C -0.47 3.13 0.68
N 0.44 2.18 0.91
H 4.65 -1.72 2.27
H 2.80 -1.60 0.61
H 3.41 2.11 3.72
H 2.00 3.61 3.53
H -1.31 5.02 1.22
H -1.12 2.94 -0.16
I -1.65 3.53 -3.26
C -2.59 1.70 -2.93
C -3.72 1.39 -3.69
C -4.38 0.20 -3.52
I -6.05 -0.19 -4.71
C -3.93 -0.72 -2.54
C -4.57 -1.95 -2.25
C -4.09 -2.75 -1.26
C -2.95 -2.33 -0.54
N -2.33 -1.21 -0.79
C -2.78 -0.40 -1.77
C -2.04 0.84 -1.97
O -1.00 1.16 -1.31
H -4.07 2.10 -4.43
H -5.44 -2.24 -2.82
H -4.56 -3.69 -1.02
H -2.55 -2.93 0.27
C 0.33 -3.91 -0.35
C 0.32 -2.46 0.02
N 0.67 -1.53 -0.80
O 1.00 -1.98 -2.08
C -0.14 -2.02 1.31
C -0.43 -2.92 2.46
N -0.31 -0.71 1.39
O -0.73 -0.19 2.47
H 0.09 -4.04 -1.41
H -0.38 -4.47 0.25
H 1.33 -4.35 -0.19
H 1.16 -1.15 -2.55
H 0.25 -3.77 2.48
H -1.45 -3.31 2.46
H -0.32 -2.34 3.38
F 1.46 0.64 -2.88
C 1.76 1.21 -1.60
F 1.58 2.57 -1.81
C 3.29 1.08 -1.58
F 3.81 1.74 -0.52
F 3.67 -0.21 -1.47
F 3.91 1.57 -2.67
```

## Properties
**Energy relative to the best compared isomer or geometry (same formula, charge and spin)**: 25.9 kJ/mol
**Net charge**: -1
**Gap between HOMO and LUMO (alpha / beta)**: 6.340 / 6.241 eV
**Electronic energy**: -240988.9010 eV
**E_HOMO (alpha / beta)**: -4.49 / -4.38 eV
**Multiplicity**: 2

=====

C25H17FN4O2 | ωB97M-V with the def2-TZVPD basis set

Structure (XYZ):
```
49
Properties=species:S:1:pos:R:3
C -2.67 0.84 -4.59
N -1.50 1.37 -3.91
C -1.15 1.28 -2.54
C -2.01 0.68 -1.49
O -3.11 0.23 -1.77
C -1.68 0.64 -0.02
C -0.74 1.52 0.54
C -0.37 1.35 1.89
C -0.83 0.32 2.66
O -0.37 0.19 3.97
C -0.33 -1.08 4.46
N -1.24 -1.35 5.41
C -1.33 -2.59 5.87
C -0.58 -3.62 5.34
C 0.36 -3.40 4.37
C 0.56 -2.08 3.95
C 1.68 -1.80 2.99
C 2.52 -0.72 3.09
C 3.52 -0.52 2.15
N 3.72 -1.31 1.11
C 2.89 -2.34 0.95
F 3.06 -3.14 -0.12
C 1.87 -2.63 1.86
C -1.80 -0.53 2.12
C -2.19 -0.39 0.78
N 0.07 1.73 -2.40
C 0.53 2.24 -3.60
C 1.73 2.92 -3.87
C 1.92 3.35 -5.21
C 0.97 3.00 -6.21
C -0.21 2.34 -5.88
C -0.45 1.98 -4.55
H -2.85 -0.19 -4.27
H -3.56 1.46 -4.38
H -2.55 0.76 -5.71
H -0.28 2.29 -0.03
H 0.38 1.98 2.35
H -2.15 -2.81 6.57
H -0.70 -4.65 5.65
H 0.92 -4.24 3.96
H 2.41 0.00 3.89
H 4.11 0.36 2.31
H 1.24 -3.49 1.67
H -2.27 -1.30 2.77
H -2.98 -1.05 0.33
H 2.41 3.16 -3.06
H 2.84 3.87 -5.50
H 1.15 3.29 -7.24
H -0.97 2.09 -6.64
```

## Properties
**SMILES string**: Cn1c(C(=O)c2ccc(Oc3ncccc3-c3ccnc(F)c3)cc2)nc2ccccc21
**Energy relative to the best compared isomer or geometry (same formula, charge and spin)**: 0.0 kJ/mol
**Net charge**: 0
**Gap between HOMO and LUMO**: 8.309 eV
**Electronic energy**: -38973.5828 eV
**E_HOMO**: -8.70 eV